1.
Formula: AgBr
Source: the OMol25 dataset
Level of theory: the ωB97M-V functional and the def2-TZVPD basis

Net charge = +1
HOMO-LUMO gap (spin up / spin down) = 0.3987 / 0.2601 Eh
LUMO energy (spin up / spin down) = -0.235 / -0.361 Eh
Energy relative to the best compared isomer or geometry (same formula, charge and spin) = 62.56 kJ/mol
Spin multiplicity = 2

Each line ends with the Löwdin spin population.
Cartesian coordinates (Å):
Ag -0.17 -0.28 -1.04  0.12
Br 0.17 0.28 1.04  0.88

---

2.
Formula: AgCl3I2O16PSn
Source: the OMol25 dataset
Level of theory: the ωB97M-V functional and the def2-TZVPD basis

Net charge = -5
HOMO-LUMO gap = 0.1360 Eh
LUMO energy = 0.343 Eh

Each line ends with the Mulliken charge.
Cartesian coordinates (Å):
I -1.48 4.51 15.28  -0.88
I -6.46 2.71 11.03  -0.99
Sn -4.58 5.46 13.44  1.25
Ag -2.46 9.55 13.60  0.37
Cl -8.73 4.84 15.91  1.55
Cl -7.79 7.30 10.80  1.58
Cl -1.93 7.05 10.36  1.61
P -4.57 8.55 15.33  1.13
O -7.53 7.34 12.20  -0.59
O -7.66 8.70 10.49  -0.68
O -8.94 6.60 10.41  -0.61
O -6.59 6.64 10.29  -0.63
O -9.29 5.12 17.25  -0.71
O -0.90 7.63 9.50  -0.81
O -3.27 9.31 15.65  -0.86
O -4.71 8.21 13.81  -0.60
O -7.94 3.60 16.22  -0.77
O -5.52 9.62 15.80  -0.87
O -2.17 7.85 11.44  -0.45
O -3.05 7.02 9.56  -0.60
O -4.79 7.22 16.16  -0.74
O -9.71 4.72 14.91  -0.62
O -1.51 5.73 10.71  -0.65
O -7.71 5.60 15.56  -0.41

---

3.
Formula: AgF4
Source: the OMol25 dataset
Level of theory: the ωB97M-V functional and the def2-TZVPD basis

Net charge = -1
HOMO-LUMO gap (spin up / spin down) = 0.4111 / 0.2372 Eh
LUMO energy (spin up / spin down) = 0.138 / -0.010 Eh
Spin multiplicity = 3

Each line ends with the Löwdin spin population.
Cartesian coordinates (Å):
Ag -22.42 -20.04 -20.66  0.55
F -21.70 -18.13 -19.79  0.08
F -20.99 -21.52 -21.61  0.50
F -22.30 -21.69 -19.14  0.51
F -24.16 -21.16 -21.83  0.35

---

4.
Formula: AgI5K4N5O23Pb2S2
Source: the OMol25 dataset
Level of theory: the ωB97M-V functional and the def2-TZVPD basis

Net charge = -5
HOMO-LUMO gap = 0.2280 Eh
LUMO energy = 0.266 Eh
Energy relative to the best compared isomer or geometry (same formula, charge and spin) = 0.00 kJ/mol

Each line ends with the Mulliken charge.
Cartesian coordinates (Å):
Pb 6.04 8.17 9.02  1.54
Pb 8.62 9.81 6.18  1.40
I 14.73 5.58 3.89  -0.69
I 11.02 6.65 13.75  -0.93
I 10.95 8.07 4.56  -0.47
I 15.01 8.29 7.39  -0.69
I 17.13 18.88 6.71  -1.00
Ag 13.41 7.57 5.40  0.32
K 12.23 11.22 5.97  0.81
K 11.40 6.84 8.84  0.81
K 7.95 14.77 7.43  0.95
K 8.23 8.38 12.22  1.02
S 5.11 8.32 12.04  1.06
S 5.63 8.78 5.81  1.30
O 7.32 5.27 8.55  -0.58
O 5.03 17.40 7.36  -0.67
O 9.34 10.28 10.43  -0.65
O 10.38 13.04 6.82  -0.66
O 4.60 9.43 5.07  -0.70
O 9.48 5.16 8.68  -0.80
O 6.88 8.63 5.05  -0.84
O 5.99 9.61 7.08  -0.95
O 6.75 16.85 8.51  -0.64
O 5.72 9.36 11.11  -0.70
O 5.71 7.07 11.30  -0.74
O 8.31 13.44 4.22  -0.64
O 5.10 7.49 6.38  -0.81
O 5.69 18.71 8.93  -0.64
O 8.10 9.99 8.65  -0.47
O 9.41 11.60 4.36  -0.62
O 5.66 8.41 13.35  -0.72
O 10.36 10.14 8.59  -0.54
O 12.24 13.79 5.97  -0.76
O 10.81 15.19 6.86  -0.65
O 3.67 8.48 12.02  -0.67
O 7.88 12.10 5.85  -0.71
O 8.48 7.05 9.09  -0.61
N 5.86 17.67 8.29  0.95
N 9.28 10.11 9.23  0.90
N 8.37 5.79 8.76  1.06
N 8.53 12.43 4.82  1.32
N 11.19 14.06 6.55  1.11

---

5.
Formula: AlBH12O4
Source: the OMol25 dataset
Level of theory: the ωB97M-V functional and the def2-TZVPD basis

Net charge = +2
HOMO-LUMO gap = 0.2660 Eh
LUMO energy = -0.363 Eh
Energy relative to the best compared isomer or geometry (same formula, charge and spin) = 321.28 kJ/mol

Each line ends with the Mulliken charge.
Cartesian coordinates (Å):
Al -0.27 -0.13 0.57  0.39
O -0.38 -0.73 2.42  -0.34
O -0.03 -1.52 -0.75  -0.28
O -0.52 0.38 -1.35  -0.34
O -1.42 1.49 0.58  -0.36
B 1.65 0.13 -0.53  0.80
H -0.06 -1.18 3.20  0.39
H 0.76 -0.27 -0.99  -0.70
H 2.25 0.57 -1.31  0.02
H 2.18 -0.57 0.09  -0.12
H 1.37 0.85 0.23  -0.03
H -2.37 1.48 0.69  0.39
H -0.03 -2.47 -0.82  0.36
H -0.26 1.23 -1.71  0.46
H -1.15 -0.24 2.73  0.38
H -1.18 2.41 0.70  0.38
H -0.06 -1.21 -1.66  0.35
H -0.51 -0.22 -2.10  0.26

---

6.
Formula: AlO8S2
Source: the OMol25 dataset
Level of theory: the ωB97M-V functional and the def2-TZVPD basis

Net charge = -1
HOMO-LUMO gap = 0.0811 Eh
LUMO energy = -0.061 Eh
Energy relative to the best compared isomer or geometry (same formula, charge and spin) = 441.32 kJ/mol

Each line ends with the Mulliken charge.
Cartesian coordinates (Å):
S -20.54 -11.64 6.77  1.29
S -24.55 -17.36 5.97  1.29
Al -18.83 -17.45 7.03  0.95
O -23.90 -17.13 7.25  -0.60
O -25.25 -18.60 6.09  -0.63
O -19.34 -12.42 7.07  -0.64
O -23.50 -17.34 5.04  -0.52
O -20.07 -10.65 5.84  -0.54
O -25.26 -16.23 5.43  -0.51
O -21.43 -12.48 6.00  -0.49
O -21.24 -11.15 7.91  -0.61

---

7.
Formula: ArH16O8
Source: the OMol25 dataset
Level of theory: the ωB97M-V functional and the def2-TZVPD basis

Net charge = 0
HOMO-LUMO gap = 0.3759 Eh
LUMO energy = -0.004 Eh
Energy relative to the best compared isomer or geometry (same formula, charge and spin) = 54.50 kJ/mol

Each line ends with the Mulliken charge.
Cartesian coordinates (Å):
Ar 0.40 0.29 -0.19  0.01
O -1.06 -1.27 -4.07  -0.63
O 1.41 -2.71 1.80  -0.63
O 3.09 0.28 2.25  -0.57
O -3.35 0.01 2.28  -0.71
O -0.74 1.47 -3.31  -0.63
O -1.78 2.34 1.56  -0.66
O 3.17 0.04 -3.08  -0.63
O -1.20 -1.61 2.66  -0.67
H -2.76 0.71 2.03  0.33
H 4.03 -0.16 -2.70  0.31
H 3.94 0.00 2.59  0.29
H -1.22 1.61 -2.49  0.28
H -1.50 -2.51 2.74  0.34
H -1.83 2.77 0.70  0.30
H -0.51 -1.25 -4.86  0.30
H -1.00 -0.38 -3.72  0.38
H -0.40 2.33 -3.54  0.30
H -4.22 0.42 2.31  0.32
H 3.17 1.23 2.14  0.29
H -0.93 2.62 1.92  0.31
H 0.55 -2.33 1.95  0.37
H 2.74 -0.81 -3.16  0.32
H 2.00 -1.96 1.76  0.30
H -1.99 -1.11 2.44  0.39

---

8.
Formula: ArH20NeO10
Source: the OMol25 dataset
Level of theory: the ωB97M-V functional and the def2-TZVPD basis

Net charge = 0
HOMO-LUMO gap = 0.3696 Eh
LUMO energy = 0.001 Eh
Energy relative to the best compared isomer or geometry (same formula, charge and spin) = 5.00 kJ/mol

Each line ends with the Mulliken charge.
Cartesian coordinates (Å):
Ar -17.91 9.77 11.56  -0.01
Ne -18.98 6.94 10.67  0.00
O -20.83 11.94 12.77  -0.63
O -15.08 7.68 10.11  -0.68
O -16.92 10.61 7.77  -0.70
O -15.09 12.50 11.70  -0.62
O -17.03 10.06 15.46  -0.63
O -17.87 13.31 12.46  -0.66
O -20.16 7.74 14.36  -0.63
O -19.42 11.44 8.73  -0.68
O -19.66 10.55 14.86  -0.72
O -16.62 7.92 7.96  -0.70
H -14.36 7.17 9.72  0.32
H -20.56 11.48 13.56  0.35
H -16.99 9.55 16.27  0.30
H -15.99 12.59 12.01  0.35
H -16.81 9.68 7.93  0.36
H -20.71 7.68 13.58  0.31
H -17.76 10.83 8.17  0.39
H -20.02 10.88 9.21  0.31
H -16.09 8.00 8.75  0.45
H -18.65 12.84 12.74  0.31
H -21.41 12.63 13.07  0.32
H -20.01 8.68 14.48  0.41
H -18.76 10.46 15.18  0.33
H -15.08 11.67 11.22  0.29
H -14.64 8.42 10.54  0.32
H -20.19 10.58 15.66  0.32
H -16.01 7.58 7.30  0.29
H -16.17 9.94 15.06  0.29
H -19.68 11.34 7.81  0.32
H -18.09 13.67 11.60  0.32

---

9.
Formula: ArH22O11
Source: the OMol25 dataset
Level of theory: the ωB97M-V functional and the def2-TZVPD basis

Net charge = 0
HOMO-LUMO gap = 0.3616 Eh
LUMO energy = -0.019 Eh
Energy relative to the best compared isomer or geometry (same formula, charge and spin) = 87.81 kJ/mol

Each line ends with the Mulliken charge.
Cartesian coordinates (Å):
Ar 0.08 -0.50 -0.50  -0.01
O -3.28 0.24 -1.56  -0.56
O -0.53 1.65 -2.84  -0.66
O 0.21 -1.88 2.78  -0.64
O 0.56 2.47 2.00  -0.59
O -2.47 -2.55 1.62  -0.64
O 0.91 -0.62 -3.88  -0.62
O 2.45 -1.63 1.16  -0.75
O -2.42 1.06 2.15  -0.62
O 2.94 1.16 0.97  -0.65
O 0.49 4.12 -1.69  -0.65
O 2.63 -3.96 -0.53  -0.65
H -2.88 1.89 2.22  0.30
H -1.29 1.08 -2.74  0.29
H -0.76 2.25 -3.55  0.30
H 0.19 3.23 -1.85  0.37
H -3.00 -2.52 0.82  0.28
H -2.42 0.87 1.21  0.32
H 1.87 -0.54 -3.89  0.32
H -3.92 0.91 -1.33  0.30
H -2.90 -1.93 2.21  0.32
H 3.26 -4.23 0.14  0.28
H 3.38 1.34 0.14  0.30
H 0.11 -1.19 3.44  0.30
H 0.60 0.24 -3.61  0.35
H -0.25 1.98 2.17  0.32
H -0.20 4.67 -2.06  0.29
H 1.58 -1.77 1.53  0.43
H -0.68 -2.13 2.55  0.33
H 1.06 1.89 1.42  0.31
H 2.96 0.21 1.05  0.38
H -3.57 -0.54 -1.08  0.28
H 2.28 -3.13 -0.22  0.40
H 3.03 -2.13 1.73  0.28

---

10.
Formula: ArH24O12
Source: the OMol25 dataset
Level of theory: the ωB97M-V functional and the def2-TZVPD basis

Net charge = 0
HOMO-LUMO gap = 0.3609 Eh
LUMO energy = -0.015 Eh
Energy relative to the best compared isomer or geometry (same formula, charge and spin) = 77.22 kJ/mol

Each line ends with the Mulliken charge.
Cartesian coordinates (Å):
Ar 3.95 -23.51 -6.77  0.03
O 2.69 -26.32 -5.48  -0.59
O 1.43 -24.17 -3.93  -0.68
O 7.34 -24.39 -5.05  -0.73
O 2.94 -20.85 -4.61  -0.65
O 7.12 -22.17 -7.31  -0.67
O 2.26 -23.43 -9.47  -0.66
O 3.73 -22.89 -3.03  -0.69
O 0.88 -25.36 -8.04  -0.73
O 5.38 -26.16 -4.71  -0.72
O 3.00 -20.69 -8.76  -0.68
O 5.58 -26.47 -7.55  -0.63
O 4.88 -20.62 -6.80  -0.71
H 4.73 -26.76 -7.89  0.30
H 7.00 -24.10 -4.20  0.33
H 4.46 -23.49 -2.86  0.22
H 2.75 -24.01 -10.05  0.29
H 6.02 -25.50 -4.97  0.43
H 7.38 -22.89 -7.88  0.32
H 1.69 -24.01 -8.97  0.33
H 4.27 -20.72 -7.53  0.44
H 7.63 -21.43 -7.61  0.27
H 5.51 -26.61 -6.60  0.35
H 2.91 -21.57 -9.13  0.37
H 0.84 -23.45 -4.14  0.32
H 3.57 -26.23 -5.10  0.30
H 7.00 -23.74 -5.67  0.37
H 1.57 -25.59 -7.42  0.35
H 0.21 -24.93 -7.51  0.33
H 5.53 -21.31 -6.93  0.33
H 5.72 -26.52 -3.89  0.26
H 3.56 -20.97 -5.32  0.36
H 2.18 -25.62 -5.05  0.38
H 3.47 -22.58 -2.17  0.32
H 3.21 -21.47 -3.94  0.40
H 2.24 -23.75 -3.65  0.41
H 3.30 -20.16 -9.50  0.34

---

11.
Formula: AsBH11NO3
Source: the OMol25 dataset
Level of theory: the ωB97M-V functional and the def2-TZVPD basis

Net charge = 0
HOMO-LUMO gap = 0.2352 Eh
LUMO energy = -0.033 Eh

Each line ends with the Mulliken charge.
Cartesian coordinates (Å):
As 1.27 0.01 0.77  -0.42
O -0.35 0.63 1.67  -0.64
O -0.62 2.91 0.96  -0.54
O -2.46 1.40 0.82  -0.60
N -0.09 -2.04 -1.97  -0.59
B -1.10 1.62 1.16  0.63
H -2.89 0.90 1.52  0.28
H 2.18 0.32 1.98  0.10
H 0.28 -0.27 -0.60  -0.15
H 1.54 1.40 0.16  0.11
H -0.79 3.25 0.08  0.27
H 0.87 -1.41 1.29  0.04
H -0.84 -1.42 -1.64  0.35
H 2.47 -0.64 -0.06  0.10
H 0.57 -1.47 -2.49  0.39
H 0.39 -2.35 -1.12  0.30
H -0.44 -2.83 -2.53  0.39

---

12.
Formula: AsCeS8Sb
Source: the OMol25 dataset
Level of theory: the ωB97M-V functional and the def2-TZVPD basis

Net charge = -2
HOMO-LUMO gap (spin up / spin down) = 0.1634 / 0.1632 Eh
LUMO energy (spin up / spin down) = 0.107 / 0.107 Eh
Energy relative to the best compared isomer or geometry (same formula, charge and spin) = 90.70 kJ/mol

Each line ends with the Mulliken charge.
Cartesian coordinates (Å):
Ce 0.51 -0.15 -0.30  1.00
Sb -3.44 -0.77 3.25  0.32
As 2.97 0.50 -2.48  0.47
S -3.46 1.35 4.32  -0.80
S 3.49 2.45 -2.95  -0.51
S -0.96 -1.93 1.07  -0.28
S 3.01 0.40 -0.11  -0.43
S 0.62 0.11 -2.82  -0.42
S 4.08 -1.11 -3.14  -0.51
S -1.60 0.03 1.44  -0.10
S -5.21 -0.89 1.71  -0.76

---

- The highest net charge belongs to which entry?
  AlBH12O4

---

- Which value of net charge does entry 1 give?
  +1

---

- net charge of number 3 (AgF4)?
  -1